Formula: C4H12F2NaO2S2
Source: the OMol25 dataset
Level of theory: the ωB97M-V functional and the def2-TZVPD basis

Geometry (Å):
Na (0.140, -1.634, -1.158)
F (0.554, -3.933, -0.631)
F (0.361, -1.609, -3.694)
C (3.145, 1.757, -1.336)
S (2.697, 0.541, -0.027)
O (1.224, 0.226, -0.198)
C (3.584, -1.033, -0.630)
H (4.150, 2.179, -1.325)
H (2.407, 2.558, -1.363)
H (3.053, 1.274, -2.310)
H (3.592, -0.887, -1.710)
H (2.928, -1.857, -0.347)
H (4.653, -1.087, -0.422)
C (-3.679, 1.136, 0.463)
S (-3.267, -0.587, 0.882)
O (-1.877, -0.860, 0.363)
C (-3.057, -0.171, 2.715)
H (-4.319, 1.240, -0.412)
H (-2.961, 1.955, 0.525)
H (-4.333, 1.356, 1.307)
H (-2.060, 0.225, 2.909)
H (-3.072, -1.155, 3.184)
H (-3.863, 0.366, 3.215)

- HOMO level (eV) = -3.903
- energy relative to the best compared isomer or geometry (same formula, charge and spin) (kcal per mole) = 31.1
- net charge = -1
- F_max (eV/Å) = 2.7
- orbital gap (Ha) = 0.224

natural (NBO) population analysis, charges in e, atoms 1 to 8:
1 Na 0.961
2 F -0.984
3 F -0.987
4 C -0.833
5 S 1.171
6 O -0.996
7 C -0.786
8 H 0.222